No. 1
C4H7Cl2P | the ωB97M-V functional and the def2-TZVPD basis

Values from the calculation:
* highest occupied orbital energy (spin up / spin down): -9.3 / -7.9 eV
* LUMO energy (spin up / spin down): -1.02 / -0.60 eV
* 2S+1: 1
* Kohn-Sham gap (spin up / spin down): 8.26 / 7.28 eV

Bonds (Å) are listed after each position.
Atoms and positions in Å:
1 C 1.7141 1.3573 0.0283  C2 1.345, H8 1.074, H9 1.076
2 C 0.3869 1.1813 0.1616  C1 1.345, C4 1.419, H10 1.083
3 C 0.4687 -1.3482 0.3740  C4 1.493, H11 1.087, H12 1.092, H13 1.087
4 C -0.2828 -0.0693 0.2023  C2 1.419, C3 1.493, P5 1.802
5 P -2.0181 -0.0858 0.6893  C4 1.802, Cl6 2.001, Cl7 1.996
6 Cl -2.7900 1.4367 -0.3556  P5 2.001
7 Cl -2.7651 -1.6685 -0.2716  P5 1.996
8 H 2.1428 2.3418 -0.0038  C1 1.074
9 H 2.3953 0.5297 -0.0678  C1 1.076
10 H -0.2433 2.0601 0.2277  C2 1.083
11 H -0.1885 -2.2029 0.2350  C3 1.087
12 H 0.9026 -1.4042 1.3741  C3 1.092
13 H 1.2801 -1.4151 -0.3460  C3 1.087
14 H -1.0026 -0.7129 -2.2474  no bonds

Here are the Mulliken charges for atoms 1 to 8, given in e: -1.00 0.02 -1.37 0.71 0.19 -0.20 -0.20 0.28

---

No. 2
C4H7Cl3 | the ωB97M-V functional and the def2-TZVPD basis

Values from the calculation:
* highest occupied orbital energy: -9.1 eV
* LUMO energy: 0.62 eV
* 2S+1: 1
* Kohn-Sham gap: 9.69 eV

Bonds (Å) are listed after each position.
Atoms and positions in Å:
1 C 0.9932 0.5530 1.1840  C3 1.531, H8 1.105, H9 1.086, H10 1.126
2 C -0.7917 1.1857 -0.7230  C3 1.516, H11 1.068, H12 1.145, H13 1.177
3 C 0.3862 0.3810 -0.2110  C1 1.531, C2 1.516, H14 1.047
4 C -0.3020 -1.6606 -0.3834  Cl5 1.773, Cl6 1.741, Cl7 1.764
5 Cl 0.5659 -2.5156 0.9041  C4 1.773
6 Cl -1.9969 -1.7450 0.0062  C4 1.741
7 Cl 0.0395 -2.3105 -1.9876  C4 1.764
8 H 1.5635 1.4924 1.0665  C1 1.105
9 H 1.4373 -0.3532 1.5844  C1 1.086
10 H 0.3078 0.7508 2.0547  C1 1.126
11 H -1.4799 0.5367 -1.2185  C2 1.068
12 H -0.3883 1.9332 -1.4903  C2 1.145
13 H -1.4365 1.7121 0.1092  C2 1.177
14 H 1.1020 0.0400 -0.8954  C3 1.047

Here are the Mulliken charges for atoms 1 to 8, given in e: -1.08 -0.95 0.02 0.18 -0.19 -0.15 -0.14 0.32

---

No. 3
C4H7ClF3N | the ωB97M-V functional and the def2-TZVPD basis

Values from the calculation:
* highest occupied orbital energy (spin up / spin down): -8.5 / -9.0 eV
* LUMO energy (spin up / spin down): -0.10 / 0.21 eV
* 2S+1: 1
* Kohn-Sham gap (spin up / spin down): 8.40 / 9.21 eV

Bonds (Å) are listed after each position.
Atoms and positions in Å:
1 C 0.1288 0.6564 1.0809  N5 1.408, H10 1.109, H11 1.125, H12 1.174
2 C 0.5509 -0.3809 -1.0523  N5 1.428, H13 1.065, H14 1.140, H15 1.116
3 C -3.1129 -0.1737 -0.5695  C4 1.557, F6 1.368, Cl9 1.775, H16 1.031
4 C -2.1610 -0.8901 0.4324  C3 1.557, F7 1.329, F8 1.328
5 N -0.3148 0.4035 -0.2313  C1 1.408, C2 1.428
6 F -4.4261 -0.5580 -0.5567  C3 1.368
7 F -2.4401 -0.8090 1.7291  C4 1.329
8 F -1.7101 -2.1174 0.2000  C4 1.328
9 Cl -3.1237 1.5688 -0.2310  C3 1.775
10 H -0.7456 1.0424 1.6440  C1 1.109
11 H 0.4228 -0.3979 1.3416  C1 1.125
12 H 1.0641 1.3297 1.3022  C1 1.174
13 H 0.2631 -0.5490 -2.0641  C2 1.065
14 H 1.4360 0.3376 -1.0606  C2 1.140
15 H 0.9211 -1.3133 -0.5644  C2 1.116
16 H -2.6414 -0.4209 -1.4527  C3 1.031

Here are the Mulliken charges for atoms 1 to 8, given in e: -0.74 -0.85 0.39 0.30 -0.19 -0.25 -0.24 -0.26

---

Energy above the lowest of the compared OMol25 structures with the same formula, charge and spin list, top to bottom, in eV: 3.357, 2.460, 3.281
M list, top to bottom, in g mol⁻¹: 156.98, 161.46, 161.55